(1)
A single C4H9N molecule in a non-equilibrium geometry. Source: the Open Molecules 2025 dataset; level of theory: ωB97M-V/def2-TZVPD.

Calculated values
SMILES: C[C@H]1C[C@H]1N
Kohn-Sham gap (eV): 9.6
Energy relative to the best compared isomer or geometry (same formula, charge and spin) (eV): 3.721

Each line ends with the natural charge from an NBO analysis.
Element x y z (Å)
N -1.365 -0.256 -0.959  -0.852
C -0.094 -1.014 1.047  -0.400
C -0.170 -0.675 -0.415  -0.052
C 0.938 0.097 0.301  -0.223
C 0.690 1.542 0.051  -0.640
H -0.727 -0.206 1.740  0.192
H 0.068 -1.788 -0.983  0.135
H -1.412 -0.326 -1.983  0.365
H -0.217 1.957 0.412  0.236
H -2.286 -0.818 -0.678  0.371
H 1.943 -0.358 0.162  0.221
H 0.190 -1.864 1.480  0.208
H 1.119 1.782 -1.049  0.226
H 1.323 1.928 0.873  0.211


(2)
2 unconnected molecules or ions with the total composition C2H5PS in a non-equilibrium geometry. Source: the Open Molecules 2025 dataset; level of theory: ωB97M-V/def2-TZVPD.

Calculated values
Kohn-Sham gap (eV): 7.7
Energy relative to the best compared isomer or geometry (same formula, charge and spin) (eV): 3.562

Each line ends with the natural charge from an NBO analysis.
Element x y z (Å)
S 2.194 -0.943 -0.029  0.206
P -0.739 -1.164 -0.193  0.356
C 1.622 0.454 0.323  -0.369
C -0.642 0.595 0.015  -0.797
H 1.834 1.368 0.910  0.209
H -0.648 0.937 1.036  0.215
H -0.794 1.351 -0.869  0.240
H -0.886 -1.162 -1.500  -0.034
H -1.940 -1.435 0.307  -0.026


(3)
A molecular structure, CH2CsFMgO in a non-equilibrium geometry. Source: the Open Molecules 2025 dataset; level of theory: ωB97M-V/def2-TZVPD.

Calculated values
Multiplicity: 2
⟨S²⟩: 0.7541
Total charge: +1
Kohn-Sham gap (alpha / beta) (eV): 5.3 / 8.4

Each line ends with the Löwdin spin population.
Element x y z (Å)
Cs 3.529 1.225 1.023  0.006
Mg 0.065 -1.850 -0.905  0.015
F -1.571 -1.705 -1.706  0.005
O 0.467 -0.276 0.069  0.201
C -0.561 0.676 0.401  0.686
H -1.259 1.051 -0.353  0.041
H -0.671 0.880 1.471  0.045


(4)
A molecular structure, C24H23ClCoO3PS in a non-equilibrium geometry. Source: the Open Molecules 2025 dataset; level of theory: ωB97M-V/def2-TZVPD.

Calculated values
Multiplicity: 5
⟨S²⟩: 6.0179
Kohn-Sham gap (alpha / beta) (eV): 8.1 / 6.1

Each line ends with the Löwdin spin population.
Element x y z (Å)
Co 0.000 0.000 0.000  2.883
Cl -2.103 0.582 -0.658  0.282
S -0.546 -2.784 0.535  -0.001
P 0.421 1.548 -3.478  0.017
O 0.885 -3.249 0.225  -0.005
O -0.922 -1.486 -0.603  0.235
O -1.300 -3.979 -0.060  0.023
C -0.629 5.486 -3.255  0.000
C 2.288 0.642 -5.450  0.001
C 1.435 4.051 -4.430  0.001
C 0.240 0.120 2.140  0.141
C 3.564 0.296 -5.872  0.000
C -1.964 1.397 -6.864  0.000
C -0.572 4.108 -3.112  0.001
C 3.150 1.125 -3.262  0.000
C 1.384 5.432 -4.559  0.000
C -0.898 -2.868 2.358  -0.005
C 2.067 1.062 -4.140  0.001
C -1.125 1.872 -5.865  0.001
C 0.456 3.373 -3.707  0.002
C -0.694 1.027 -4.845  0.003
C -2.377 0.073 -6.861  0.001
C 1.949 0.576 0.655  0.096
C -1.126 -0.301 -4.842  0.001
C 0.352 6.152 -3.977  0.000
C 1.078 1.719 0.715  0.086
C 1.431 -0.412 1.537  0.092
C 4.637 0.376 -4.996  0.000
C 0.069 1.448 1.674  0.119
C 4.427 0.795 -3.688  0.000
C -1.952 -0.777 -5.848  0.000
H -1.160 -3.902 2.667  0.000
H -1.331 3.594 -2.535  0.000
H -2.275 -1.810 -5.835  0.000
H 1.823 -1.401 1.691  0.005
H 2.811 0.476 0.019  0.007
H -1.435 6.041 -2.792  0.000
H 3.721 -0.031 -6.891  0.000
H -1.762 -2.228 2.637  0.000
H -0.809 -0.964 -4.046  0.000
H -0.405 -0.398 2.828  0.007
H 1.460 0.585 -6.142  0.000
H -3.030 -0.295 -7.641  0.000
H -0.801 2.903 -5.880  0.000
H -0.013 -2.581 2.971  0.000
H 2.239 3.497 -4.894  0.000
H 1.181 2.623 0.140  0.005
H 0.313 7.229 -4.080  0.000
H 5.257 0.854 -2.997  0.000
H -0.778 2.078 1.883  0.002
H -2.293 2.065 -7.649  0.000
H 2.153 5.945 -5.122  0.000
H 5.631 0.108 -5.327  0.000
H 2.989 1.437 -2.237  0.000


(5)
A single C20H16ClN molecule in a non-equilibrium geometry. Source: the Open Molecules 2025 dataset; level of theory: ωB97M-V/def2-TZVPD.

Calculated values
SMILES: CCc1c2ccc(Cl)c(C)c2nc2c1ccc1ccccc12
Kohn-Sham gap (eV): 7.2
Energy relative to the best compared isomer or geometry (same formula, charge and spin) (eV): 0.000

Each line ends with the natural charge from an NBO analysis.
Element x y z (Å)
Cl 0.735 -5.011 -2.589  0.009
N 0.694 -0.224 -0.995  -0.462
C 1.924 -2.302 -2.619  -0.642
C -1.040 1.665 1.586  -0.181
C -2.391 -0.942 1.961  -0.434
C 1.999 4.591 -0.778  -0.198
C 2.406 3.518 -1.570  -0.221
C -0.964 -1.680 -0.052  -0.132
C -1.605 -2.955 -0.102  -0.165
C 0.134 -1.446 -0.921  0.243
C -1.090 -3.938 -0.916  -0.235
C 0.500 3.111 0.430  -0.062
C -1.668 -1.196 3.272  -0.592
C -1.355 -0.703 0.860  0.115
C -0.464 2.919 1.411  -0.185
C 1.006 4.409 0.219  -0.178
C 0.927 2.040 -0.393  -0.081
C 0.071 -3.717 -1.658  -0.027
C 0.349 0.760 -0.171  0.275
C 1.892 2.274 -1.369  -0.155
C -0.700 0.556 0.778  -0.141
C 0.690 -2.468 -1.727  -0.036
H 2.718 -3.017 -2.395  0.229
H -2.403 -1.300 4.032  0.210
H 3.171 3.649 -2.346  0.215
H 1.646 -2.433 -3.672  0.226
H -3.029 -1.815 1.805  0.212
H 2.375 5.590 -0.990  0.213
H -1.798 1.588 2.342  0.206
H 2.247 1.495 -2.042  0.232
H -3.080 -0.111 1.998  0.217
H -1.057 -2.111 3.176  0.212
H -1.044 -0.359 3.504  0.209
H -2.424 -3.169 0.539  0.210
H 0.713 5.226 0.857  0.211
H 2.324 -1.290 -2.542  0.241
H -0.836 3.706 2.027  0.214
H -1.573 -4.909 -0.951  0.228


(6)
A molecular structure, C16H16CsFI3NO3P in a non-equilibrium geometry. Source: the Open Molecules 2025 dataset; level of theory: ωB97M-V/def2-TZVPD.

Calculated values
Total charge: +1
Kohn-Sham gap (eV): 6.8

Each line ends with the Löwdin charge.
Element x y z (Å)
Cs 4.843 -2.071 -2.590  1.365
I -5.713 -2.338 -1.751  0.822
I 0.596 3.015 3.005  0.844
I 0.436 2.756 -1.818  0.956
P -0.079 -4.127 -0.207  0.713
F 2.240 -2.069 0.110  -0.063
O 2.601 0.190 -1.827  -0.185
O -3.119 -3.593 0.589  0.042
O -3.693 1.230 1.841  0.066
N -0.251 -5.013 1.126  -0.316
C -1.746 -0.008 0.740  0.031
C -1.967 3.980 -0.386  -0.180
C -4.213 -1.529 -0.409  -0.579
C -0.459 3.487 0.011  -0.781
C 0.917 0.170 0.601  -0.064
C -3.004 -2.404 0.226  -0.312
C 0.992 -1.373 0.302  -0.070
C -3.238 0.488 0.945  -0.283
C -0.464 0.902 0.856  -0.123
C 4.621 -0.211 -0.236  -0.144
C 2.313 0.938 0.632  -0.166
C -0.293 -2.285 0.184  -0.160
C 3.277 0.675 -0.619  -0.371
C -4.319 -0.132 -0.093  -0.048
C -0.599 2.448 1.224  -0.697
C -1.637 -1.546 0.388  -0.010
H -1.681 2.578 1.616  0.065
H -2.495 3.018 -0.763  0.073
H 3.246 -0.125 -2.505  -0.012
H -2.572 4.300 0.543  0.098
H -1.969 4.753 -1.225  0.078
H -1.072 -5.627 0.935  -0.026
H 1.197 -4.341 -0.863  -0.007
H 2.904 0.760 1.592  0.127
H 0.080 4.458 0.336  0.076
H 4.518 -0.686 0.795  0.096
H 2.060 2.066 0.610  0.049
H -5.136 0.541 -0.539  0.122
H -1.077 -4.444 -1.200  0.018
H 5.535 0.492 -0.214  0.103
H 3.712 1.708 -0.918  0.142
H 4.847 -1.008 -1.075  -0.286


Repeat the fifth record exactly.
A single C20H16ClN molecule in a non-equilibrium geometry. Source: the Open Molecules 2025 dataset; level of theory: ωB97M-V/def2-TZVPD.

Calculated values
SMILES: CCc1c2ccc(Cl)c(C)c2nc2c1ccc1ccccc12
Kohn-Sham gap (eV): 7.2
Energy relative to the best compared isomer or geometry (same formula, charge and spin) (eV): 0.000

Each line ends with the natural charge from an NBO analysis.
Element x y z (Å)
Cl 0.735 -5.011 -2.589  0.009
N 0.694 -0.224 -0.995  -0.462
C 1.924 -2.302 -2.619  -0.642
C -1.040 1.665 1.586  -0.181
C -2.391 -0.942 1.961  -0.434
C 1.999 4.591 -0.778  -0.198
C 2.406 3.518 -1.570  -0.221
C -0.964 -1.680 -0.052  -0.132
C -1.605 -2.955 -0.102  -0.165
C 0.134 -1.446 -0.921  0.243
C -1.090 -3.938 -0.916  -0.235
C 0.500 3.111 0.430  -0.062
C -1.668 -1.196 3.272  -0.592
C -1.355 -0.703 0.860  0.115
C -0.464 2.919 1.411  -0.185
C 1.006 4.409 0.219  -0.178
C 0.927 2.040 -0.393  -0.081
C 0.071 -3.717 -1.658  -0.027
C 0.349 0.760 -0.171  0.275
C 1.892 2.274 -1.369  -0.155
C -0.700 0.556 0.778  -0.141
C 0.690 -2.468 -1.727  -0.036
H 2.718 -3.017 -2.395  0.229
H -2.403 -1.300 4.032  0.210
H 3.171 3.649 -2.346  0.215
H 1.646 -2.433 -3.672  0.226
H -3.029 -1.815 1.805  0.212
H 2.375 5.590 -0.990  0.213
H -1.798 1.588 2.342  0.206
H 2.247 1.495 -2.042  0.232
H -3.080 -0.111 1.998  0.217
H -1.057 -2.111 3.176  0.212
H -1.044 -0.359 3.504  0.209
H -2.424 -3.169 0.539  0.210
H 0.713 5.226 0.857  0.211
H 2.324 -1.290 -2.542  0.241
H -0.836 3.706 2.027  0.214
H -1.573 -4.909 -0.951  0.228